134
Properties=species:S:1:pos:R:3:forces:R:3:lowdin_charge:R:1 method="wB97M-V/def2-TZVPD" orbital_gap_ev=7.9 charge=+1 fmax_ha_per_bohr=0.0361
Ca -0.205 -1.536 2.786 0.51 0.99 -1.14 1.47
C 1.101 -0.622 -1.203 -0.59 -0.18 -0.34 0.00
C 0.727 -1.061 0.186 -0.34 0.63 0.89 -0.71
O 1.570 -0.999 1.126 0.56 -0.41 -0.28 -0.12
O -0.465 -1.386 0.451 -0.32 -0.20 -0.50 -0.13
H 1.712 -1.383 -1.693 0.28 0.20 0.05 0.09
H 1.579 0.355 -1.183 0.38 -0.17 0.11 0.08
H 0.197 -0.514 -1.803 -0.02 -0.10 0.05 0.06
C 5.332 -1.579 -0.188 0.24 0.21 0.19 -0.15
O 4.668 -2.323 0.821 -0.08 -0.17 0.13 -0.13
H 4.696 -0.779 -0.572 0.00 -0.09 -0.18 0.08
H 6.201 -1.104 0.273 -0.03 -0.04 0.02 0.08
H 5.703 -2.220 -0.991 -0.20 0.03 -0.09 0.06
H 3.733 -2.373 0.604 -0.04 0.17 -0.01 0.04
C -2.193 2.292 -4.358 -0.29 -0.16 0.13 -0.08
O -2.764 1.508 -3.329 0.09 0.26 0.33 -0.20
C -2.491 0.140 -3.431 0.48 -0.92 -0.62 -0.24
C -3.140 -0.584 -2.272 0.20 1.05 0.67 -0.20
N -4.551 -0.245 -2.226 -0.02 -0.30 -0.17 -0.04
C -5.288 -0.945 -1.206 -0.11 -0.03 -0.04 -0.22
C -6.622 -0.266 -0.947 -0.06 -0.46 -0.06 -0.24
O -6.433 1.120 -0.860 0.03 0.18 0.09 -0.21
C -7.654 1.821 -0.728 0.25 -0.10 0.02 -0.09
H -1.202 1.925 -4.642 0.04 0.06 0.06 0.08
H -2.121 3.303 -3.962 0.07 0.07 -0.15 0.08
H -2.841 2.288 -5.240 0.08 0.02 -0.06 0.09
H -1.402 -0.044 -3.419 -0.06 0.12 0.12 0.10
H -2.833 -0.272 -4.394 -0.24 0.14 0.10 0.13
H -2.631 -0.219 -1.354 -0.01 -0.19 -0.05 0.10
H -2.947 -1.656 -2.281 -0.23 -0.07 -0.38 0.13
H -4.645 0.752 -2.077 0.02 0.00 -0.13 0.10
H -4.730 -1.035 -0.257 0.05 0.09 -0.05 0.08
H -5.509 -1.956 -1.565 0.10 -0.08 0.22 0.13
H -7.048 -0.662 -0.013 -0.07 0.04 -0.07 0.13
H -7.314 -0.513 -1.764 0.00 0.15 0.01 0.13
H -7.410 2.877 -0.818 -0.14 0.04 0.07 0.08
H -8.108 1.611 0.247 -0.07 0.10 -0.02 0.09
H -8.355 1.536 -1.518 -0.01 0.04 -0.01 0.09
C 1.244 -4.398 1.742 0.05 -0.28 -0.34 -0.04
O 0.264 -3.812 2.594 0.23 -0.17 0.45 -0.32
C -0.075 -4.672 3.668 -0.33 -0.68 -0.04 -0.21
C -1.144 -4.057 4.547 -0.17 0.59 0.49 -0.15
N -1.042 -2.576 4.807 0.49 -1.71 0.52 -0.14
C 0.014 -2.140 5.746 -0.02 1.68 0.41 -0.18
C 1.471 -2.372 5.332 -1.05 -0.12 1.28 -0.21
O 1.761 -1.734 4.113 -0.37 -1.34 0.32 -0.30
C 3.086 -1.984 3.678 0.99 0.72 0.46 -0.06
H 1.600 -3.647 1.043 -0.18 0.14 0.02 0.09
H 0.785 -5.227 1.196 0.11 0.00 -0.03 0.11
H 2.103 -4.768 2.307 -0.10 0.01 0.13 0.10
H 0.795 -4.990 4.250 0.23 0.33 -0.16 0.12
H -0.486 -5.602 3.250 -0.01 0.04 0.06 0.14
H -1.193 -4.578 5.510 0.22 -0.26 -0.13 0.13
H -2.120 -4.201 4.084 0.03 0.11 -0.13 0.11
H -1.920 -2.440 5.297 -0.02 0.69 -0.26 0.12
H -0.134 -2.451 6.787 0.13 -0.63 -0.19 0.13
H -0.123 -1.051 5.836 -0.02 -0.07 -0.20 0.10
H 1.537 -3.464 5.437 0.95 0.01 -0.97 0.12
H 2.123 -1.942 6.101 -0.12 -0.09 0.12 0.14
H 3.315 -3.042 3.540 -0.32 -0.03 -0.34 0.10
H 3.802 -1.630 4.437 -0.25 -0.02 0.03 0.11
H 3.258 -1.372 2.800 -0.09 -0.36 -0.27 0.07
C -0.100 4.608 -1.536 -0.08 0.04 -0.23 -0.09
O 0.221 3.602 -0.596 -0.24 0.29 0.15 -0.18
C -0.646 2.488 -0.631 1.12 -1.04 -0.69 -0.22
C -2.091 2.741 -0.348 -0.62 1.08 1.36 -0.18
N -2.259 3.395 0.982 0.38 -0.75 -0.67 -0.04
C -3.640 3.711 1.249 -0.39 0.85 0.96 -0.22
C -4.289 4.743 0.319 -0.14 -0.54 0.16 -0.24
O -3.360 5.773 0.102 0.11 0.03 -0.02 -0.20
C -3.927 6.903 -0.515 -0.65 0.07 -0.07 -0.10
H -0.138 4.235 -2.570 0.03 -0.24 0.14 0.09
H 0.694 5.349 -1.496 -0.07 0.09 0.13 0.09
H -1.069 5.069 -1.318 0.10 0.13 0.05 0.08
H -0.193 1.772 0.063 -0.31 0.12 0.37 0.11
H -0.514 1.978 -1.600 -0.41 0.20 -0.11 0.12
H -2.656 1.812 -0.256 0.11 -0.15 -0.52 0.11
H -2.553 3.393 -1.095 0.06 -0.41 -0.39 0.11
H -1.735 4.263 0.974 0.03 0.03 0.04 0.11
H -3.676 4.145 2.258 0.11 0.04 -0.09 0.12
H -4.290 2.834 1.336 0.22 -0.22 -0.42 0.11
H -5.182 5.124 0.831 -0.05 0.04 -0.16 0.12
H -4.602 4.279 -0.626 0.00 0.16 -0.07 0.12
H -3.132 7.626 -0.667 -0.03 0.07 -0.07 0.09
H -4.730 7.339 0.098 0.29 0.04 0.18 0.09
H -4.427 6.660 -1.463 0.37 -0.11 -0.10 0.09
C 2.018 0.753 -4.495 -0.04 -0.11 -0.17 -0.12
O 2.816 -0.320 -4.921 0.27 -0.06 -0.27 -0.19
C 4.170 -0.173 -4.519 -0.46 -0.36 0.36 -0.23
C 5.037 -1.033 -5.399 -0.04 0.41 -0.88 -0.22
N 6.432 -0.951 -5.017 0.03 0.07 0.31 -0.06
C 6.725 -1.402 -3.651 -0.14 0.04 -1.01 -0.22
C 8.214 -1.565 -3.494 0.55 -0.64 0.65 -0.24
O 8.740 -2.259 -4.605 -0.09 0.32 -0.31 -0.20
C 10.137 -2.121 -4.734 0.11 -0.27 0.32 -0.10
H 2.322 1.695 -4.969 0.10 0.00 0.16 0.09
H 2.069 0.841 -3.404 -0.18 0.22 -0.02 0.07
H 1.003 0.537 -4.827 -0.05 -0.01 0.20 0.08
H 4.255 -0.501 -3.471 0.00 0.27 0.02 0.11
H 4.474 0.876 -4.605 0.13 -0.01 0.08 0.13
H 4.945 -0.600 -6.403 0.10 -0.14 0.01 0.13
H 4.637 -2.053 -5.501 -0.02 -0.04 0.47 0.13
H 6.982 -1.504 -5.661 0.14 0.06 0.06 0.10
H 6.209 -2.353 -3.450 0.01 0.07 0.27 0.12
H 6.405 -0.622 -2.960 -0.15 -0.22 0.23 0.11
H 8.429 -2.165 -2.592 -0.14 0.17 0.04 0.13
H 8.721 -0.606 -3.336 -0.10 0.11 -0.36 0.12
H 10.448 -1.093 -4.523 0.04 0.02 -0.11 0.09
H 10.426 -2.398 -5.744 -0.09 0.04 -0.06 0.09
H 10.656 -2.793 -4.037 0.01 0.11 0.00 0.09
C 1.894 1.704 2.632 0.20 0.16 -0.14 -0.07
O 1.130 0.827 3.455 -0.07 0.23 0.20 -0.24
C 0.201 1.554 4.249 -0.29 -0.08 -0.04 -0.20
C -1.164 1.485 3.589 0.38 0.06 0.47 -0.18
N -1.791 0.123 3.682 0.08 1.73 -0.55 -0.11
C -2.909 0.141 2.715 -0.77 -0.25 0.22 -0.19
C -3.546 -1.225 2.570 0.59 -0.13 0.13 -0.17
O -2.496 -2.158 2.289 -0.65 -0.06 -0.25 -0.33
C -2.923 -3.249 1.469 0.38 -0.12 0.55 -0.06
H 2.528 2.364 3.235 -0.14 -0.08 0.15 0.10
H 1.242 2.335 2.017 0.04 -0.09 -0.10 0.09
H 2.543 1.105 2.000 -0.19 -0.13 -0.08 0.08
H 0.493 2.603 4.336 0.07 0.00 -0.02 0.13
H 0.197 1.146 5.266 0.02 -0.12 -0.08 0.12
H -1.008 1.759 2.546 -0.32 -0.02 -0.05 0.10
H -1.827 2.229 4.044 -0.03 0.05 -0.20 0.13
H -2.208 0.159 4.608 0.01 -0.61 0.03 0.12
H -2.584 0.465 1.726 0.42 -0.03 0.12 0.12
H -3.667 0.869 3.033 -0.05 -0.06 -0.10 0.13
H -4.239 -1.198 1.730 -0.20 -0.04 0.12 0.10
H -4.058 -1.552 3.483 -0.16 0.09 -0.05 0.13
H -3.374 -2.894 0.545 0.07 0.00 -0.10 0.09
H -3.623 -3.892 2.015 -0.14 0.15 -0.04 0.10
H -2.026 -3.834 1.283 -0.04 0.03 -0.32 0.09

100
Properties=species:S:1:pos:R:3:forces:R:3:lowdin_charge:R:1 method="wB97M-V/def2-TZVPD" orbital_gap_ev=8.1 charge=+1 fmax_ha_per_bohr=0.0268
Cs -0.447 -1.087 1.999 0.23 -0.91 1.01 1.12
C 0.091 4.679 -0.345 0.04 0.47 -0.51 -0.03
N 0.007 3.671 0.674 -0.04 -0.50 0.39 -0.06
C -0.218 2.342 0.471 -0.10 0.02 -0.29 -0.44
N -0.194 1.673 1.603 0.05 0.46 -0.15 -0.02
C 0.053 2.584 2.579 -0.04 0.82 -0.36 -0.19
C 0.186 3.850 2.017 -0.06 -0.57 0.30 -0.10
C 0.533 5.126 2.635 0.14 0.33 0.09 -0.18
C -0.116 6.312 2.293 0.03 -0.13 0.11 -0.04
C 0.246 7.506 2.892 -0.04 0.03 0.00 -0.07
C 1.247 7.531 3.848 -0.01 0.07 -0.02 -0.07
C 1.893 6.356 4.200 0.03 -0.02 0.09 -0.06
C 1.543 5.163 3.599 0.00 0.00 -0.16 -0.03
C 0.137 2.221 3.988 -0.03 -0.09 0.30 -0.18
C -0.392 3.062 4.965 0.03 -0.16 -0.12 -0.03
C -0.268 2.737 6.302 -0.05 0.05 0.00 -0.06
C 0.366 1.565 6.680 0.03 -0.03 0.07 -0.07
C 0.880 0.716 5.714 0.04 -0.15 0.03 -0.07
C 0.768 1.040 4.374 0.06 0.20 -0.02 -0.10
P -0.361 1.705 -1.213 0.09 -0.40 0.32 1.18
C -1.690 0.470 -1.131 0.10 0.38 -0.23 -0.43
N -1.940 -0.486 -0.262 -0.24 0.21 -0.52 -0.03
C -2.982 -1.198 -0.773 -0.24 0.36 -0.59 -0.19
C -3.367 -0.656 -1.990 0.06 -0.42 0.49 -0.11
N -2.531 0.399 -2.203 0.00 -0.21 0.52 -0.06
C -2.521 1.269 -3.347 0.03 0.43 -0.56 -0.03
C -4.383 -1.103 -2.936 -0.09 0.01 -0.31 -0.19
C -5.305 -0.207 -3.471 -0.01 -0.13 0.16 -0.05
C -6.254 -0.639 -4.379 -0.06 0.01 -0.07 -0.07
C -6.301 -1.973 -4.752 -0.02 -0.01 -0.02 -0.07
C -5.392 -2.872 -4.215 -0.01 -0.07 -0.02 -0.06
C -4.433 -2.442 -3.318 0.02 0.13 -0.04 -0.03
C -3.581 -2.353 -0.112 -0.23 -0.28 0.13 -0.17
C -4.956 -2.578 -0.210 0.20 0.03 0.12 -0.02
C -5.519 -3.712 0.341 -0.08 -0.06 0.02 -0.06
C -4.730 -4.628 1.019 0.09 -0.09 0.06 -0.07
C -3.368 -4.403 1.139 0.04 -0.09 0.07 -0.08
C -2.796 -3.278 0.571 0.05 0.09 -0.13 -0.08
C 1.052 0.564 -1.214 -0.03 0.14 -0.23 -0.43
N 1.365 -0.374 -0.345 -0.08 0.02 -0.02 0.07
C 2.502 -0.964 -0.810 0.10 0.49 -0.58 -0.18
C 2.882 -0.362 -2.001 -0.14 -0.36 0.52 -0.11
N 1.943 0.602 -2.245 0.03 -0.31 0.51 -0.06
C 1.888 1.479 -3.381 -0.06 0.44 -0.53 -0.03
C 3.991 -0.658 -2.900 0.12 0.01 -0.30 -0.19
C 4.231 -1.970 -3.304 -0.02 0.14 -0.03 -0.03
C 5.281 -2.250 -4.156 0.00 -0.12 -0.01 -0.06
C 6.094 -1.231 -4.626 0.07 0.00 -0.05 -0.07
C 5.861 0.075 -4.229 0.03 0.06 -0.05 -0.07
C 4.818 0.361 -3.367 0.02 -0.16 0.14 -0.05
C 3.177 -2.057 -0.118 0.19 -0.26 0.13 -0.17
C 4.567 -2.174 -0.164 -0.15 0.03 0.08 -0.03
C 5.198 -3.249 0.432 0.06 -0.06 0.03 -0.06
C 4.460 -4.210 1.106 -0.03 -0.05 0.03 -0.07
C 3.082 -4.091 1.177 -0.11 -0.09 0.09 -0.08
C 2.445 -3.028 0.562 0.00 0.17 -0.12 -0.06
H 0.359 4.203 -1.290 -0.02 0.19 0.13 0.05
H 0.852 5.412 -0.077 -0.08 -0.06 -0.03 0.11
H -0.870 5.184 -0.470 0.13 0.01 -0.04 0.10
H -0.926 6.298 1.580 -0.08 0.01 -0.07 0.11
H -0.265 8.416 2.615 -0.04 0.09 0.00 0.11
H 1.523 8.463 4.317 0.03 0.08 0.04 0.11
H 2.671 6.369 4.950 0.06 0.01 0.03 0.11
H 2.050 4.248 3.868 0.06 -0.04 0.01 0.12
H -0.888 3.971 4.657 -0.06 0.06 0.07 0.12
H -0.667 3.405 7.049 -0.06 0.05 0.12 0.11
H 0.467 1.318 7.726 0.00 -0.03 0.08 0.11
H 1.390 -0.193 6.005 0.02 -0.04 0.04 0.11
H 1.221 0.411 3.617 0.13 0.11 0.12 0.05
H -3.156 0.850 -4.124 0.11 0.00 0.05 0.09
H -1.507 1.379 -3.736 -0.16 -0.04 0.01 0.07
H -2.898 2.257 -3.079 0.01 -0.02 -0.07 0.10
H -5.298 0.822 -3.144 -0.01 0.12 -0.01 0.12
H -6.953 0.072 -4.790 -0.13 0.03 -0.05 0.11
H -7.046 -2.315 -5.454 -0.06 -0.01 -0.07 0.11
H -5.422 -3.913 -4.498 -0.04 -0.08 -0.06 0.11
H -3.724 -3.144 -2.902 0.08 -0.04 0.02 0.13
H -5.574 -1.862 -0.729 -0.09 0.05 -0.01 0.12
H -6.578 -3.889 0.234 -0.13 0.01 0.04 0.11
H -5.170 -5.517 1.449 -0.04 -0.02 0.01 0.11
H -2.743 -5.116 1.663 -0.06 0.03 0.01 0.07
H -1.724 -3.126 0.612 -0.07 -0.17 -0.06 0.03
H 2.544 1.101 -4.163 -0.11 0.00 0.04 0.09
H 2.216 2.485 -3.109 0.00 -0.02 -0.06 0.10
H 0.868 1.542 -3.766 0.16 -0.04 0.03 0.07
H 3.600 -2.766 -2.937 -0.08 -0.05 0.02 0.13
H 5.459 -3.273 -4.454 0.05 -0.07 -0.06 0.11
H 6.910 -1.458 -5.296 0.06 0.00 -0.05 0.11
H 6.486 0.879 -4.583 0.13 0.04 -0.06 0.11
H 4.663 1.371 -3.020 0.00 0.13 -0.01 0.12
H 5.147 -1.420 -0.674 0.07 0.03 0.00 0.12
H 6.271 -3.344 0.365 0.13 0.02 0.04 0.11
H 4.952 -5.051 1.572 0.05 -0.03 0.02 0.11
H 2.497 -4.837 1.698 0.06 0.02 -0.01 0.04
H 1.364 -2.955 0.565 -0.01 -0.09 0.00 0.05
Cl 1.247 -7.141 2.421 -0.21 -0.03 0.00 0.56
C -0.301 -6.281 2.356 0.11 -0.31 -0.12 -0.99
Cl -0.164 -4.670 3.077 -0.06 0.17 0.07 0.52
H -1.036 -6.849 2.927 0.15 0.14 -0.15 0.04
H -0.584 -6.165 1.310 0.01 -0.05 0.22 0.03

| no. | HOMO level (eV) |
| --- | --- |
| 1 | -10.1 |
| 2 | -9.9 |